1.
C6H12N2 | ωB97M-V/def2-TZVPD

Each atom is followed by the atoms it is bonded to, with distances in Å.
Cartesian coordinates (Å):
1 N 2.91 -0.20 -0.25  C8 1.517, H15 1.004, H19 0.995
2 N -0.58 -0.63 -0.30  C4 1.425, C6 1.395, C7 1.483
3 C 0.71 1.31 0.02  C7 1.493, C8 1.584, H9 1.122, H14 1.067
4 C -1.73 0.15 -0.60  N2 1.425, C5 1.516, C7 1.497, H18 1.132
5 C -3.00 -0.17 0.17  C4 1.516, H10 1.104, H13 1.124, H20 1.114
6 C 0.62 -1.19 0.16  N2 1.395, C8 1.544, H11 1.131, H12 1.058
7 C -0.65 0.74 0.25  N2 1.483, C3 1.493, C4 1.497, H16 1.173
8 C 1.55 0.02 0.40  N1 1.517, C3 1.584, C6 1.544, H17 1.080
9 H 0.88 1.55 -1.06  C3 1.122
10 H -2.84 -0.79 1.07  C5 1.104
11 H 0.51 -1.83 1.08  C6 1.131
12 H 0.99 -1.87 -0.56  C6 1.058
13 H -3.54 0.68 0.67  C5 1.124
14 H 0.89 2.20 0.58  C3 1.067
15 H 3.74 0.14 0.20  N1 1.004
16 H -0.96 0.76 1.38  C7 1.173
17 H 1.71 0.03 1.46  C8 1.080
18 H -1.91 0.64 -1.60  C4 1.132
19 H 3.04 -0.06 -1.22  N1 0.995
20 H -3.72 -0.71 -0.49  C5 1.114

* lowest unoccupied orbital energy: 1.16 eV
* net charge: 0
* ΔE to the lowest compared entry with this formula, charge and spin: 87.3 kcal/mol

=====

2.
C6H12N2 | ωB97M-V/def2-TZVPD

Each atom is followed by the atoms it is bonded to, with distances in Å.
Cartesian coordinates (Å):
1 N -1.63 -1.32 1.48  C3 1.260, H16 1.027
2 N 0.97 -0.19 -0.55  C7 1.455, C8 1.402, H15 1.016
3 C -1.67 -0.76 0.36  N1 1.260, C4 1.579, H11 1.096
4 C -1.41 0.75 -0.03  C3 1.579, C6 1.333, H14 1.085
5 C 1.81 1.45 0.99  C8 1.334, H10 1.078, H13 1.080
6 C -1.83 1.29 -1.17  C4 1.333, H12 1.081, H18 1.078
7 C 1.10 -1.61 -0.85  N2 1.455, H9 1.097, H17 1.089, H20 1.090
8 C 1.35 0.23 0.73  N2 1.402, C5 1.334, H19 1.081
9 H 2.15 -1.93 -0.87  C7 1.097
10 H 1.99 1.78 2.00  C5 1.078
11 H -1.85 -1.40 -0.52  C3 1.096
12 H -1.91 0.72 -2.08  C6 1.081
13 H 1.91 2.19 0.21  C5 1.080
14 H -1.38 1.35 0.88  C4 1.085
15 H 1.35 0.39 -1.29  N2 1.016
16 H -1.38 -0.69 2.26  N1 1.027
17 H 0.62 -1.83 -1.80  C7 1.089
18 H -2.10 2.34 -1.20  C6 1.078
19 H 1.26 -0.53 1.49  C8 1.081
20 H 0.64 -2.19 -0.05  C7 1.090

* lowest unoccupied orbital energy: 0.99 eV
* net charge: 0
* ΔE to the lowest compared entry with this formula, charge and spin: 65.0 kcal/mol